Entry from OMol25: C4H7CuO2 as an isolated structure in a non-equilibrium geometry (ωB97M-V/def2-TZVPD).

The calculated total energy is -1947.36265 Ha. The expectation value of S² is 2.007. Its multiplicity is 3.

The geometry in XYZ format:
```
14
C4H7CuO2 ωB97M-V/def2-TZVPD
Cu -2.3459 -0.3937 0.7625
O -1.5654 0.5536 -0.7727
O 1.3817 1.0520 2.8289
C 1.1405 0.9878 0.4911
C -0.4722 0.8065 -1.2628
C 1.0563 0.3975 1.6913
C 0.8273 0.2455 -0.7841
H 0.7394 -0.8363 -0.6233
H 1.5933 0.4506 -1.5488
H 1.4544 2.0325 0.4263
H 0.8177 -0.6653 1.7929
H -0.4235 1.5076 -2.1183
H 1.3134 0.4693 3.5902
H -1.4037 0.2128 2.0635
```